# C26H59BBrN4O15P4S

A cluster of 3 separate species, C26H59BBrN4O15P4S in total at a distorted geometry (ωB97M-V/def2-TZVPD, OMol25).

Structure (XYZ):
```
111
Properties=species:S:1:pos:R:3:forces:R:3
C -4.82405 -3.26914 0.50808 0.3 0.4 0.6
C -4.58291 -1.70840 0.83679 0.3 -0.4 -1.3
C -4.80216 -0.90483 -0.54253 -0.9 0.1 1.4
O -3.70450 -1.09711 -1.47160 0.9 1.2 0.7
C -3.02842 0.19048 -1.62414 -2.9 1.0 -0.7
N -1.68367 0.04705 -2.27122 -0.9 -1.9 3.1
C -0.84951 -0.60559 -1.44144 1.7 1.2 -2.4
N -1.12258 -1.07543 -0.11162 0.5 0.7 -1.9
C -1.09943 -2.54545 0.07310 -1.0 -1.3 0.6
C -0.49923 -0.29413 0.96390 1.9 2.8 3.1
C -1.40961 0.83573 1.66561 -0.5 -1.5 0.2
O 0.63346 -0.44903 1.42927 -3.0 -0.8 -2.0
C 0.50142 -0.78488 -2.32889 -0.2 -0.8 1.6
C 0.22300 -2.24188 -2.93434 0.2 -2.5 -0.1
C -1.17989 -2.88438 -3.22528 -1.2 -1.0 -2.2
N -1.32482 -4.30131 -2.68649 0.5 1.2 -0.5
C 1.85648 -1.15226 -1.55874 -0.4 -1.0 1.0
B 2.95276 -0.11011 -1.11002 2.3 2.8 0.7
O 3.86583 0.42591 -2.12376 -0.9 -1.6 1.0
O 3.23391 0.38506 0.22515 -0.4 -2.2 -2.5
C 0.39945 0.57271 -3.20139 -0.1 0.3 -1.7
C 1.51730 0.75931 -4.33198 2.2 -0.8 0.5
Br 1.03688 1.73178 -5.99054 -0.4 -0.1 0.6
C 2.29864 -0.54172 -4.83493 -0.2 0.5 -2.0
C 3.32779 -0.15910 -6.03619 0.2 -1.4 0.3
P 0.54631 2.22817 -2.29012 0.8 4.3 4.4
O -0.31355 2.36607 -1.03480 1.0 -1.1 -3.1
O 2.11692 2.62177 -1.70301 -1.9 -1.2 -1.5
O 0.42827 3.57825 -3.34971 0.1 -2.9 1.0
C -1.18987 0.54871 -3.61052 0.7 -1.0 -0.7
C -1.51806 -0.31690 -4.94647 0.0 -0.5 -0.1
C -2.94810 -0.95897 -5.03610 -1.8 -1.6 -1.1
C -3.08834 -2.20418 -6.06826 0.4 0.2 1.3
N -4.04008 -0.60561 -4.43312 2.3 -0.1 -0.5
P -2.12852 2.10359 -4.18188 -1.5 3.0 0.2
S -2.78964 3.34972 -2.85783 0.0 -0.2 0.3
H -5.08398 -3.45034 -0.58349 0.2 0.3 1.4
H -3.85460 -3.83227 0.70721 -1.5 0.4 -0.1
H -5.66966 -3.62901 1.17946 1.2 0.1 -1.0
H -5.27199 -1.33510 1.66012 0.7 -0.4 -1.2
H -3.51105 -1.56269 1.19575 -1.4 0.0 -0.5
H -4.96524 0.20239 -0.32450 0.3 -1.3 -0.4
H -5.75485 -1.29619 -1.02260 1.2 0.5 0.4
H -2.89898 0.72897 -0.63468 0.1 -0.8 -1.2
H -3.76871 0.78570 -2.26574 1.7 -0.5 0.7
H -1.41952 -2.75353 1.15537 0.6 0.5 -1.5
H -1.94745 -2.97887 -0.56401 1.5 0.5 0.8
H -0.10532 -3.05909 -0.09712 -1.2 0.7 0.1
H -2.46837 0.39466 1.74048 1.3 0.9 -0.4
H -1.37922 1.82363 1.11153 0.0 -1.3 0.5
H -1.06502 0.94015 2.75378 -0.2 0.0 -1.8
H 0.90153 -2.54185 -3.81276 -0.9 1.0 1.2
H 0.58576 -2.98939 -2.12909 -0.4 1.5 -1.0
H -1.25394 -3.03911 -4.36675 0.1 0.8 1.6
H -2.13771 -2.36706 -2.94502 1.3 0.0 0.0
H -2.33230 -4.49105 -2.67515 0.6 -0.2 -0.1
H -0.88502 -4.90599 -3.39142 -0.5 0.0 0.6
H 1.53301 -1.74225 -0.62382 0.4 1.0 -1.3
H 2.43235 -1.92735 -2.18824 -1.0 1.2 0.7
H 4.54218 -0.25374 -2.33296 -0.5 0.7 0.0
H 3.57803 -0.39094 0.71370 -0.5 0.7 0.4
H 2.35325 1.40493 -3.87221 -1.3 -0.9 -0.6
H 2.93204 -1.06046 -4.06060 -1.3 0.7 -0.6
H 1.52555 -1.21765 -5.33935 1.2 0.6 1.0
H 2.83977 -0.29055 -7.06273 0.7 0.6 1.6
H 4.13827 -0.97210 -5.99914 -1.0 1.3 -0.1
H 3.81197 0.85328 -5.89577 -0.6 -1.2 -0.3
H 1.95061 3.40390 -1.12810 0.0 -0.7 -0.3
H 1.26773 3.68236 -3.84521 -0.4 -0.1 0.3
H -1.45977 0.39702 -5.84898 0.0 -0.9 1.3
H -0.70239 -1.09174 -5.17088 -1.4 1.0 0.5
H -4.10074 -2.16494 -6.57880 1.5 0.2 0.4
H -2.20888 -2.27453 -6.77733 -1.2 0.0 0.7
H -3.11855 -3.12918 -5.38705 0.2 1.2 -1.2
H -4.82474 -1.22067 -4.71710 0.6 0.5 0.1
H -3.28390 1.74719 -4.98285 1.3 -0.7 0.4
H -1.35971 2.92455 -5.09686 0.0 -1.5 0.4
C -2.33927 1.14689 8.72120 0.0 0.7 -0.2
O -1.61722 -0.06648 8.55904 1.5 -3.6 0.4
P -1.06450 -0.46488 6.98373 -3.7 8.1 -3.4
O -0.63822 0.96180 6.65275 0.6 -1.4 0.7
O -2.60046 -0.74184 6.47617 0.9 -0.9 0.0
C -3.32153 -1.79380 7.11487 -0.3 -0.1 0.1
O -0.47636 -1.05788 5.48213 0.3 -2.5 2.6
C 0.94284 -1.19074 5.40437 0.5 0.1 -0.2
H -2.91066 1.07337 9.64899 0.1 -0.3 0.0
H -1.64485 1.98263 8.81053 -0.1 0.0 -0.2
H -3.03090 1.31726 7.89491 0.1 0.0 0.0
H -4.08248 -1.36154 7.76811 0.1 -0.1 0.0
H -2.66345 -2.43510 7.70611 -0.2 0.0 0.0
H -3.81359 -2.39913 6.35152 0.1 0.1 0.0
H 1.30230 -1.84595 6.20001 0.2 0.0 -0.2
H 1.42550 -0.21462 5.48067 -0.1 0.0 0.1
H 1.19558 -1.63317 4.44007 -0.2 0.0 0.1
C 3.78363 3.09102 1.68147 -0.1 -0.7 0.0
O 4.93630 3.79100 2.13109 2.8 2.7 0.6
P 5.72663 3.20404 3.53669 -6.4 -7.1 0.9
O 5.58184 1.73737 3.13966 1.1 1.2 -0.3
O 4.47184 3.67385 4.48230 1.2 0.4 0.0
C 4.17335 5.06760 4.53147 -0.3 0.3 0.1
O 6.62166 2.80336 4.94737 1.0 3.2 -1.5
C 7.97798 2.43203 4.71040 0.4 -0.3 0.0
H 3.21046 3.76513 1.03952 0.2 0.3 0.1
H 4.08174 2.22792 1.09118 0.0 0.1 0.2
H 3.15168 2.77906 2.51459 0.1 0.0 0.0
H 3.25293 5.25680 3.97477 0.1 0.0 0.0
H 4.98004 5.66992 4.10656 -0.2 0.1 0.0
H 4.02335 5.36005 5.57198 0.1 -0.1 -0.1
H 8.50096 3.23302 4.18468 0.2 -0.1 0.1
H 8.02769 1.51083 4.12655 -0.1 0.1 0.0
H 8.46328 2.26518 5.67249 -0.2 0.1 0.0
```
Forces are in eV/Å.

Results
* ΔE to the lowest compared entry with this formula, charge and spin: 0.00 kJ/mol
* energy: -183287.005 eV
* net charge: +1